Entry 1:
Here is a molecular structure, C7H22NO10V2 from the Open Molecules 2025 dataset. Energies are from wB97M-V/def2-TZVPD.

Properties
E_HOMO = -13.26 eV
orbital gap = 7.2847 eV
calculated total energy = -2974.8565 Eh

```
! RIJCOSX wB97M-V def2-TZVPD def2/J DEFGRID3
* xyz 1 1
O 4.77 -9.27 -7.67
V 3.98 -9.19 -6.28
O 3.02 -7.91 -6.41
O 7.08 -13.30 -3.35
V 6.63 -12.30 -4.45
O 7.53 -12.55 -5.77
N 4.96 -10.38 -0.57
H 4.90 -10.75 -1.54
H 5.68 -9.67 -0.43
H 5.09 -11.22 0.00
H 4.06 -9.94 -0.34
C 4.52 -10.72 -4.15
O 4.93 -11.43 -3.19
O 5.06 -10.96 -5.29
O 3.73 -9.73 -4.11
O 2.92 -12.71 -1.37
H 2.62 -11.79 -1.50
H 3.66 -12.82 -1.97
C 4.51 -5.37 -3.15
C 3.76 -6.36 -2.25
C 2.32 -6.63 -2.64
O 4.53 -7.60 -2.25
H 4.46 -5.64 -4.20
H 5.57 -5.35 -2.89
H 4.11 -4.36 -3.06
H 3.86 -5.98 -1.23
H 1.82 -5.69 -2.87
H 1.76 -7.05 -1.81
H 2.22 -7.29 -3.51
H 4.15 -8.21 -2.90
C 0.12 -10.98 -3.20
C 0.47 -10.09 -2.03
C -0.11 -10.56 -0.70
O 1.91 -10.08 -1.87
H 0.65 -10.71 -4.12
H -0.95 -11.06 -3.38
H 0.47 -12.01 -3.08
H 0.10 -9.07 -2.14
H 0.34 -11.52 -0.43
H -1.19 -10.67 -0.77
H 0.09 -9.84 0.09
H 2.32 -9.82 -2.72
*
```



Entry 2:
Here is a molecular structure, C7H23IrNP from the Open Molecules 2025 dataset. Energies are from wB97M-V/def2-TZVPD.

Properties
E_HOMO (alpha / beta) = -7.72 / -14.88 eV
⟨S²⟩ = 8.756
orbital gap (alpha / beta) = 5.1740 / 8.1474 eV
energy relative to the best compared isomer or geometry (same formula, charge and spin) = 0.000 eV
calculated total energy = -780.3638 Eh

```
! RIJCOSX wB97M-V def2-TZVPD def2/J DEFGRID3
* xyz 1 6
C -1.16 1.56 0.82
Ir -0.26 -0.09 0.15
N 0.94 -1.33 -1.03
H 0.66 1.18 -0.27
H 1.89 -0.96 -1.07
H -1.65 -0.79 -0.33
H -1.55 2.12 -0.05
H -0.36 2.15 1.28
H -1.95 1.35 1.54
H 1.00 -2.27 -0.63
H 0.60 -1.42 -1.99
C -2.12 -0.21 3.85
C -0.63 -0.06 3.62
P 0.12 -0.93 2.18
C 1.94 -0.79 2.49
C 2.52 -1.48 3.72
C -0.48 -2.68 2.15
C 0.07 -3.65 3.19
H -2.69 0.54 3.29
H -2.34 -0.04 4.91
H -2.49 -1.21 3.58
H -0.39 1.00 3.44
H -0.03 -0.38 4.50
H 2.47 -1.11 1.58
H 2.11 0.30 2.59
H 2.43 -2.57 3.67
H 3.59 -1.24 3.79
H 2.04 -1.12 4.64
H -1.57 -2.59 2.26
H -0.30 -3.05 1.13
H -0.26 -3.35 4.19
H -0.33 -4.65 2.97
H 1.16 -3.72 3.15
*
```



Entry 3:
Here is 2 unconnected molecules or ions with the total composition C7H23N2OSi2 from the Open Molecules 2025 dataset. Energies are from wB97M-V/def2-TZVPD.

Properties
E_HOMO = -12.62 eV
orbital gap = 10.2030 eV
energy relative to the best compared isomer or geometry (same formula, charge and spin) = 2.747 eV
calculated total energy = -1043.9655 Eh

```
! RIJCOSX wB97M-V def2-TZVPD def2/J DEFGRID3
* xyz 1 1
C -2.95 1.36 -0.42
C -2.57 -1.02 0.73
C 1.01 3.00 0.78
C 1.33 -1.36 -2.73
C 1.70 -0.81 -1.38
C -2.31 -0.09 -0.49
C -0.27 0.35 -0.30
N 0.79 -2.70 -2.52
N 0.48 -0.89 -0.40
O 1.03 0.43 2.19
Si 2.04 0.07 3.57
Si 0.11 1.39 1.24
H -2.28 1.98 -0.87
H -3.15 1.64 0.65
H -3.81 1.39 -1.03
H -2.30 -2.10 0.62
H -2.21 -0.46 1.60
H -3.69 -1.16 0.79
H 1.78 3.19 0.14
H 0.32 3.81 0.66
H 1.36 3.38 1.81
H 0.61 -0.94 -3.43
H 2.31 -1.48 -3.21
H 2.11 0.19 -1.44
H 2.49 -1.44 -1.07
H -2.33 -0.60 -1.44
H -0.19 0.87 -1.30
H 1.45 -3.39 -2.74
H -0.02 -2.90 -3.11
H 0.81 -1.18 0.53
H 0.02 -1.77 -0.77
H 3.05 -1.07 3.15
H 1.45 -0.44 4.83
H 3.13 1.08 3.51
H -1.28 1.68 1.85
*
```



Entry 4:
Here is 7 unconnected molecules or ions with the total composition C7H23N7O16S from the Open Molecules 2025 dataset. Energies are from wB97M-V/def2-TZVPD.

Properties
E_HOMO = -9.73 eV
orbital gap = 9.1635 eV
calculated total energy = -2265.1270 Eh

```
! RIJCOSX wB97M-V def2-TZVPD def2/J DEFGRID3
* xyz 0 1
N 4.85 0.75 -4.30
C 3.81 0.00 -3.65
O 2.85 -0.58 -4.57
S 1.97 0.49 -5.40
O 1.38 -0.29 -6.45
O 0.70 0.73 -4.33
O 0.94 1.95 -3.61
H 4.94 1.69 -3.92
H 4.78 0.75 -5.31
H 4.22 -0.87 -3.13
H 3.28 0.59 -2.90
H 1.46 2.51 -4.22
C -1.07 1.87 -1.03
N -1.45 2.93 -0.06
O -2.29 2.67 0.77
O -0.88 4.00 -0.16
H -1.66 0.99 -0.83
H -1.27 2.25 -2.03
H -0.01 1.68 -0.91
C -1.59 -2.07 1.93
N -1.61 -1.31 0.66
O -0.55 -0.90 0.22
O -2.68 -1.12 0.12
H -0.57 -2.15 2.27
H -2.21 -1.53 2.64
H -2.02 -3.05 1.73
C -5.99 -0.63 -0.04
N -6.35 -1.82 0.78
O -7.11 -2.64 0.31
O -5.83 -1.89 1.88
H -6.51 -0.69 -0.99
H -6.29 0.25 0.52
H -4.92 -0.66 -0.17
C 2.65 -0.93 2.33
N 2.29 -2.12 3.15
O 1.53 -2.93 2.66
O 2.77 -2.19 4.25
H 2.14 -1.00 1.38
H 2.34 -0.05 2.88
H 3.73 -0.94 2.20
C 6.42 4.65 -1.41
N 5.53 3.60 -1.95
O 4.81 2.99 -1.19
O 5.58 3.41 -3.16
H 6.27 4.70 -0.33
H 7.44 4.37 -1.65
H 6.16 5.58 -1.89
C -5.06 -3.16 4.83
N -3.96 -3.41 5.80
O -4.25 -3.58 6.97
O -2.84 -3.43 5.35
H -6.01 -3.17 5.37
H -4.88 -2.20 4.38
H -5.03 -3.95 4.09
*
```



Entry 5:
Here is 5 unconnected molecules or ions with the total composition C7H23NO4 from the Open Molecules 2025 dataset. Energies are from wB97M-V/def2-TZVPD.

Properties
E_HOMO = -9.16 eV
SMILES string = C=CCCCNCC.O.O.O.O
orbital gap = 9.5425 eV
energy relative to the best compared isomer or geometry (same formula, charge and spin) = 0.235 eV
calculated total energy = -636.2018 Eh

```
! RIJCOSX wB97M-V def2-TZVPD def2/J DEFGRID3
* xyz 0 1
C -0.27 -1.74 3.35
C 0.16 -0.90 2.42
C -0.52 -0.66 1.11
C 0.46 -0.67 -0.07
C 1.19 0.67 -0.27
N 0.38 1.73 -0.87
C 0.55 1.90 -2.32
C -0.03 0.79 -3.19
H 0.24 -1.91 4.29
H -1.16 -2.34 3.22
H 1.04 -0.30 2.60
H -1.06 0.29 1.14
H -1.30 -1.40 0.91
H -0.05 -0.92 -1.00
H 1.21 -1.45 0.09
H 2.08 0.51 -0.87
H 1.56 1.02 0.70
H -0.60 1.55 -0.68
H 0.08 2.86 -2.58
H 1.61 2.01 -2.54
H 0.46 -0.16 -2.98
H -1.10 0.67 -2.99
H 0.08 1.03 -4.25
O 0.04 3.97 0.83
H 0.38 3.41 0.09
H 0.56 3.74 1.60
O -2.30 2.47 0.89
H -1.50 3.04 0.85
H -2.91 2.89 1.49
O 0.27 -4.23 0.72
H 0.21 -3.49 1.35
H 0.32 -3.81 -0.16
O 0.40 -3.25 -1.96
H 1.18 -3.72 -2.30
H -0.32 -3.73 -2.40
*
```



Entry 6:
Here is 6 unconnected molecules or ions with the total composition C7H24BrN2O8 from the Open Molecules 2025 dataset. Energies are from wB97M-V/def2-TZVPD.

Properties
E_HOMO = -4.08 eV
orbital gap = 6.4403 eV
energy relative to the best compared isomer or geometry (same formula, charge and spin) = 3.312 eV
calculated total energy = -3566.5639 Eh

```
! RIJCOSX wB97M-V def2-TZVPD def2/J DEFGRID3
* xyz -1 1
Br -0.74 2.49 0.66
C 0.76 4.90 -5.84
O 0.78 5.24 -7.04
N 1.66 4.19 -5.13
N -0.24 5.17 -5.03
H 2.52 3.87 -5.54
H 1.45 3.89 -4.19
H -0.12 4.92 -4.06
H -1.10 5.56 -5.38
C -2.52 -2.85 -7.10
C -2.05 -2.00 -5.86
O -1.77 -2.73 -4.69
O -3.67 -3.64 -6.91
H -1.74 -3.58 -7.30
H -2.62 -2.17 -7.95
H -2.90 -1.36 -5.61
H -1.25 -1.33 -6.16
H -1.91 -2.17 -3.92
H -3.49 -4.54 -7.21
C -2.23 -2.76 5.52
C -3.10 -1.74 6.16
O -2.58 -0.48 6.03
O -2.37 -2.67 4.07
H -2.59 -3.67 5.99
H -1.15 -2.66 5.66
H -3.04 -1.84 7.25
H -4.14 -1.93 5.91
H -2.37 -0.44 5.10
H -1.93 -1.91 3.67
C 6.10 -2.33 4.33
C 5.43 -0.94 4.32
O 4.07 -0.97 3.94
O 5.28 -3.29 4.92
H 7.03 -2.30 4.90
H 6.45 -2.59 3.33
H 6.03 -0.31 3.67
H 5.46 -0.56 5.34
H 3.68 -0.24 3.44
H 4.44 -2.95 5.26
O -3.26 7.89 1.61
H -3.50 7.71 2.51
H -2.78 7.11 1.32
*
```



Entry 7:
Here is 6 unconnected molecules or ions with the total composition C7H24IN6O5 from the Open Molecules 2025 dataset. Energies are from wB97M-V/def2-TZVPD.

Properties
E_HOMO = -5.80 eV
orbital gap = 8.5852 eV
energy relative to the best compared isomer or geometry (same formula, charge and spin) = 0.000 eV
calculated total energy = -1283.7992 Eh

```
! RIJCOSX wB97M-V def2-TZVPD def2/J DEFGRID3
* xyz -1 1
I 1.06 -0.17 0.12
C 0.25 -1.34 -4.08
C -0.14 0.08 -3.75
O -1.15 0.08 -2.73
H -0.61 -1.90 -4.44
H 0.61 -1.82 -3.17
H 1.07 -1.41 -4.81
H -0.64 0.56 -4.59
H 0.69 0.73 -3.46
H -0.72 -0.30 -1.94
C 0.32 -5.91 0.39
C 0.37 -4.47 -0.08
O -0.03 -3.63 0.99
H 1.06 -6.11 1.16
H 0.55 -6.58 -0.45
H -0.69 -6.14 0.73
H -0.26 -4.32 -0.96
H 1.39 -4.22 -0.42
H 0.05 -2.73 0.66
C -2.41 2.66 1.79
O -3.00 3.73 1.80
N -2.11 1.97 2.93
N -1.96 2.05 0.65
H -2.55 2.30 3.77
H -1.78 1.02 2.94
H -1.32 1.28 0.70
H -2.07 2.54 -0.22
C 1.01 4.27 -1.70
O 1.88 4.66 -0.93
N 0.57 2.99 -1.74
N 0.44 5.12 -2.62
H -0.16 2.66 -2.34
H 1.04 2.31 -1.14
H -0.30 4.75 -3.19
H 0.58 6.10 -2.46
C 1.06 -0.15 4.59
O 0.93 -0.25 5.80
N 1.30 1.05 3.97
N 1.07 -1.23 3.75
H 1.26 1.12 2.97
H 1.49 1.82 4.57
H 1.09 -1.11 2.75
H 0.74 -2.08 4.18
*
```



Entry 8:
Here is 5 unconnected molecules or ions with the total composition C7H24NO4 from the Open Molecules 2025 dataset. Energies are from wB97M-V/def2-TZVPD.

Properties
E_HOMO = -12.86 eV
orbital gap = 9.8874 eV
energy relative to the best compared isomer or geometry (same formula, charge and spin) = 1.517 eV
calculated total energy = -636.5707 Eh

```
! RIJCOSX wB97M-V def2-TZVPD def2/J DEFGRID3
* xyz 1 1
C -0.82 0.64 2.92
C 0.14 0.16 1.84
C 0.06 -1.46 1.78
C -0.10 -2.20 0.46
C 2.14 -1.46 -0.28
C 1.01 -2.11 -0.55
C 0.74 -2.86 -1.79
N -0.28 0.74 0.48
H -1.77 0.94 2.49
H -0.36 1.54 3.33
H -1.07 -0.17 3.63
H 1.20 0.38 1.93
H 0.98 -1.81 2.28
H -0.88 -1.70 2.29
H -0.06 -3.28 0.79
H -1.14 -2.07 0.13
H 3.05 -1.46 -0.88
H 2.52 -1.17 0.71
H 1.22 -3.84 -1.70
H -0.28 -3.13 -2.04
H 1.25 -2.36 -2.61
H 0.43 0.76 -0.28
H -1.15 0.30 0.13
H -0.50 1.75 0.69
H 0.12 2.90 -2.04
H -1.38 2.93 -1.72
O -0.67 3.47 -2.06
H 1.84 0.90 -2.08
H 0.63 0.30 -2.76
O 0.89 1.02 -2.19
H -3.11 1.03 -1.36
H -2.32 -0.27 -1.65
O -2.44 0.43 -1.00
H -0.28 3.93 -0.37
H 0.57 3.81 0.96
O -0.19 3.45 0.50
*
```



Entry 9:
Here is a molecular structure, C7H25BeN12O9Pb from the Open Molecules 2025 dataset. Energies are from wB97M-V/def2-TZVPD.

Properties
E_HOMO = -16.11 eV
orbital gap = 2.2582 eV
calculated total energy = -1822.5456 Eh

```
! RIJCOSX wB97M-V def2-TZVPD def2/J DEFGRID3
* xyz 3 1
Be 14.76 -16.02 10.26
Pb 11.64 -17.93 8.21
O 10.61 -14.09 10.04
C 11.81 -14.72 10.08
O 12.87 -14.09 10.31
O 11.91 -15.94 9.83
H 9.93 -14.81 9.97
C 7.19 -12.86 8.70
O 7.02 -12.32 9.79
N 8.43 -13.15 8.23
N 6.24 -13.07 7.78
H 9.17 -13.14 8.92
H 8.61 -13.60 7.35
H 5.27 -12.99 8.03
H 6.41 -13.28 6.81
C 8.38 -15.94 12.10
O 9.12 -15.89 13.07
N 8.82 -16.04 10.82
N 7.05 -15.72 12.16
H 9.77 -16.38 10.84
H 8.15 -16.30 10.12
H 6.38 -15.53 11.44
H 6.70 -15.34 13.03
C 13.42 -16.28 13.69
O 13.77 -15.66 12.67
N 14.28 -16.68 14.58
N 12.10 -16.65 13.98
H 15.20 -16.43 14.23
H 14.15 -17.09 15.49
H 11.84 -17.41 14.58
H 11.52 -16.59 13.16
C 10.15 -11.01 11.24
O 9.73 -9.86 11.28
N 9.45 -12.08 11.66
N 11.37 -11.24 10.70
H 9.95 -12.95 11.48
H 8.63 -11.90 12.22
H 11.95 -10.42 10.67
H 11.55 -12.23 10.55
C 13.94 -11.49 13.20
O 14.42 -10.51 13.80
N 13.24 -12.49 13.79
N 14.18 -11.67 11.88
H 12.89 -13.29 13.29
H 13.06 -12.36 14.77
H 14.74 -10.91 11.51
H 13.70 -12.43 11.42
C 10.48 -19.37 11.34
O 10.64 -18.51 10.39
N 11.02 -20.56 11.12
N 9.74 -19.17 12.42
H 11.75 -20.74 10.45
H 10.81 -21.23 11.84
H 9.40 -18.26 12.70
H 9.68 -19.87 13.14
*
```



Entry 10:
Here is 6 unconnected molecules or ions with the total composition C7H25NO5 from the Open Molecules 2025 dataset. Energies are from wB97M-V/def2-TZVPD.

Properties
E_HOMO = -8.31 eV
SMILES string = C=CCCNCCC.O.O.O.O.O
orbital gap = 8.7873 eV
energy relative to the best compared isomer or geometry (same formula, charge and spin) = 4.604 eV
calculated total energy = -712.4973 Eh

```
! RIJCOSX wB97M-V def2-TZVPD def2/J DEFGRID3
* xyz 0 1
C -1.46 -3.12 0.33
C -1.27 -1.80 0.28
C -1.26 -0.76 1.48
C -0.07 0.17 1.30
N -0.45 1.57 1.63
C -0.90 2.43 0.51
C -2.36 2.67 0.23
C -2.64 1.77 -0.96
H -2.03 -3.59 1.12
H -1.18 -4.01 -0.24
H -0.92 -1.23 -0.60
H -1.22 -1.28 2.51
H -2.25 -0.22 1.33
H 0.71 -0.32 2.00
H 0.55 0.04 0.34
H -1.22 1.63 2.40
H -0.86 3.50 1.11
H -0.31 2.21 -0.47
H -2.95 2.35 1.11
H -2.57 3.76 0.06
H -2.97 2.22 -1.92
H -1.90 0.94 -0.96
H -3.64 1.29 -0.81
O 1.72 -2.85 -0.93
H 0.86 -2.64 -1.18
H 1.82 -2.39 -0.06
O 2.83 1.24 0.82
H 2.93 1.15 -0.15
H 2.05 1.69 0.85
O 2.15 -1.39 -3.05
H 1.35 -1.53 -3.20
H 2.51 -2.07 -2.44
O 2.35 0.79 -1.64
H 2.26 -0.07 -2.13
H 2.33 1.47 -2.34
O 2.35 -1.42 1.26
H 2.44 -0.42 1.15
H 3.21 -1.82 1.32
*
```



Entry 11:
Here is a molecular structure, C7H26N4OPPb from the Open Molecules 2025 dataset. Energies are from wB97M-V/def2-TZVPD.

Properties
E_HOMO (alpha / beta) = -10.05 / -9.30 eV
orbital gap (alpha / beta) = 6.8693 / 5.6301 eV
calculated total energy = -1110.3420 Eh

```
! RIJCOSX wB97M-V def2-TZVPD def2/J DEFGRID3
* xyz 1 1
C 0.02 1.61 -2.03
Pb 0.76 0.02 -0.83
N -0.40 -1.07 1.37
H 1.85 -1.38 -0.87
H 0.36 -1.24 2.03
H -0.73 0.74 -0.99
H 0.22 1.09 -2.99
H 0.82 2.29 -1.69
H -0.86 2.20 -2.16
H -1.00 -0.36 1.81
H -0.92 -1.94 1.24
C -0.71 1.00 4.38
N -0.44 1.44 3.01
C -1.47 2.38 2.51
P 1.09 1.66 2.40
O 1.10 1.58 0.89
N 1.63 3.16 2.80
C 2.69 3.77 1.99
C 1.45 3.76 4.12
N 2.06 0.41 2.98
C 3.22 0.04 2.13
C 2.48 0.43 4.39
H -1.80 0.91 4.49
H -0.36 1.72 5.14
H -0.27 0.01 4.57
H -1.36 3.39 2.95
H -1.43 2.46 1.42
H -2.45 1.99 2.80
H 2.49 3.60 0.92
H 2.69 4.84 2.19
H 3.69 3.37 2.24
H 0.40 3.73 4.43
H 2.07 3.27 4.90
H 1.76 4.81 4.05
H 3.97 0.85 2.10
H 3.68 -0.84 2.59
H 2.91 -0.22 1.11
H 3.10 1.31 4.63
H 1.63 0.38 5.08
H 3.09 -0.47 4.55
*
```



Entry 12:
Here is 8 unconnected molecules or ions with the total composition C7H26O7 from the Open Molecules 2025 dataset. Energies are from wB97M-V/def2-TZVPD.

Properties
E_HOMO = -8.48 eV
SMILES string = C/C=C/C=C/CC.O.O.O.O.O.O.O
orbital gap = 8.6691 eV
energy relative to the best compared isomer or geometry (same formula, charge and spin) = 4.997 eV
calculated total energy = -808.8044 Eh

```
! RIJCOSX wB97M-V def2-TZVPD def2/J DEFGRID3
* xyz 0 1
C 1.26 1.55 3.13
C 1.25 0.19 2.36
C 1.43 -0.97 2.92
C 1.21 -2.17 2.13
C 1.11 -2.02 0.83
C 1.06 -3.07 -0.27
C 1.88 -2.72 -1.54
H 2.33 1.92 2.92
H 1.12 1.50 4.19
H 0.51 2.28 2.67
H 1.00 0.50 1.27
H 1.49 -1.16 4.03
H 0.94 -3.05 2.88
H 1.32 -1.02 0.41
H 1.25 -4.00 0.38
H -0.05 -3.10 -0.67
H 1.41 -1.95 -2.12
H 2.89 -2.38 -1.19
H 2.24 -3.49 -2.22
O -1.21 2.54 -0.47
H -0.61 3.02 -1.07
H -1.05 3.13 0.22
O -2.13 -0.19 -0.78
H -1.25 -0.74 -0.92
H -1.86 0.49 -0.20
O -1.49 0.56 -3.62
H -2.05 0.41 -2.83
H -1.74 1.49 -3.68
O 1.33 3.58 -0.66
H 1.68 3.51 0.24
H 1.97 2.99 -1.02
O -3.46 -1.87 0.80
H -3.89 -2.07 0.06
H -2.65 -1.53 0.76
O 1.58 0.69 -3.96
H 0.81 1.12 -4.10
H 1.42 -0.16 -3.99
O -3.51 2.11 0.62
H -4.04 1.33 1.14
H -3.46 2.78 1.32
*
```